(1)
{"formula": "C16H17N3O2S", "method": "ωB97M-V/def2-TZVPD", "de_lowest_kcal_mol": 6.1, "smiles": "Cc1cc(=O)[nH]c(SCC(=O)N2CCc3ccccc3C2)n1", "energy_ev": -36269.81740, "species": ["C", "C", "C", "C", "O", "N", "C", "S", "C", "C", "O", "N", "C", "C", "C", "C", "C", "C", "C", "C", "C", "N", "H", "H", "H", "H", "H", "H", "H", "H", "H", "H", "H", "H", "H", "H", "H", "H", "H"], "coordinates": [[-5.3106, -1.6778, -0.2289], [-4.6175, -0.3614, -0.1374], [-5.1417, 0.8026, -0.6057], [-4.4238, 2.0440, -0.4902], [-4.7732, 3.1462, -0.8489], [-3.1628, 1.8819, 0.1232], [-2.7222, 0.6837, 0.5548], [-1.1334, 0.6689, 1.3000], [-0.8520, -1.1264, 1.4516], [-0.0386, -1.6641, 0.2815], [-0.5701, -2.3584, -0.5632], [1.2716, -1.3499, 0.2441], [2.0934, -1.8625, -0.8331], [2.5855, -0.6978, -1.6849], [3.2926, 0.3047, -0.8185], [4.2394, 1.1681, -1.3572], [4.8915, 2.0914, -0.5632], [4.6031, 2.1594, 0.7903], [3.6627, 1.3063, 1.3342], [3.0009, 0.3776, 0.5393], [1.9868, -0.5318, 1.1935], [-3.3942, -0.4087, 0.4623], [-6.2304, -1.5963, -0.7995], [-5.5361, -2.0420, 0.7722], [-4.6455, -2.4007, -0.6974], [-6.1085, 0.8384, -1.0800], [-2.5925, 2.7135, 0.2269], [-1.8450, -1.5767, 1.4125], [-0.3737, -1.3063, 2.4127], [1.4852, -2.5538, -1.4178], [2.9456, -2.3998, -0.4021], [3.2517, -1.0589, -2.4698], [1.7275, -0.2207, -2.1679], [4.4631, 1.1084, -2.4126], [5.6246, 2.7552, -0.9962], [5.1090, 2.8765, 1.4188], [3.4327, 1.3570, 2.3890], [1.2908, 0.0925, 1.7569], [2.5140, -1.1823, 1.9106]]}

=====

(2)
{"formula": "HN2O3S", "method": "ωB97M-V/def2-TZVPD", "de_lowest_kcal_mol": 55.3, "smiles": "[H]/N=N/S(=O)(=O)[O-]", "energy_ev": -19973.92174, "total_charge": -1, "species": ["H", "N", "N", "S", "O", "O", "O"], "coordinates": [[2.7400, -0.0298, -0.0666], [1.7733, -0.4070, 0.1481], [0.9598, 0.3992, -0.2619], [-1.1365, 0.0558, 0.0088], [-1.7576, 0.9944, -0.9041], [-1.2763, -1.3507, -0.3517], [-1.3026, 0.3381, 1.4273]]}

=====

(3)
{"formula": "C23H26N6O3STi", "method": "ωB97M-V/def2-TZVPD", "de_lowest_kcal_mol": 0.0, "energy_ev": -73308.27708, "species": ["Ti", "N", "C", "S", "N", "N", "C", "C", "C", "C", "C", "C", "C", "C", "C", "C", "C", "C", "N", "H", "H", "H", "H", "H", "H", "H", "H", "H", "H", "H", "O", "C", "N", "C", "O", "C", "C", "C", "C", "N", "C", "H", "H", "H", "H", "H", "H", "H", "H", "C", "C", "C", "O", "H", "H", "H", "H", "H", "H", "H"], "coordinates": [[0.0883, 0.0337, 0.4469], [-2.7783, -1.8159, 3.1497], [-1.7515, -1.1638, 2.5133], [-2.1972, -0.0195, 1.2636], [-0.5445, -1.4484, 2.8675], [0.4572, -0.8958, 2.0951], [1.7459, -0.8707, 2.5740], [2.1083, -1.2726, 3.9492], [1.6921, -2.4919, 4.4913], [2.0210, -2.8347, 5.7927], [2.7724, -1.9724, 6.5787], [3.1934, -0.7611, 6.0521], [2.8598, -0.4108, 4.7530], [2.6643, -0.3898, 1.6438], [4.0713, -0.2773, 1.8264], [4.8452, 0.2558, 0.8428], [4.2419, 0.7045, -0.3688], [2.8971, 0.5495, -0.5225], [2.0978, -0.0073, 0.4266], [-3.6750, -1.3645, 3.1212], [-2.5385, -2.3005, 3.9994], [1.1149, -3.1683, 3.8802], [1.6840, -3.7806, 6.1986], [3.0271, -2.2387, 7.5967], [3.7696, -0.0736, 6.6592], [3.1572, 0.5537, 4.3611], [4.5080, -0.6237, 2.7518], [5.9150, 0.3468, 0.9759], [4.8338, 1.1786, -1.1405], [2.3951, 0.8862, -1.4245], [4.6549, -1.9214, -2.9875], [3.5460, -2.7114, -3.3053], [2.7103, -2.1207, -4.3381], [1.3823, -1.8061, -4.3173], [0.8163, -1.3231, -5.2752], [0.6739, -2.1186, -3.0263], [0.3519, -3.4217, -2.6607], [-0.2239, -3.6235, -1.4113], [-0.4162, -2.5542, -0.5705], [-0.1276, -1.2828, -0.9333], [0.3658, -1.0836, -2.1727], [4.3841, -1.1804, -2.4293], [2.9346, -2.9197, -2.4278], [3.9615, -3.6494, -3.6745], [3.1783, -1.9204, -5.2104], [0.5530, -4.2448, -3.3331], [-0.5006, -4.6157, -1.0846], [-0.8322, -2.6860, 0.4211], [0.5323, -0.0539, -2.4656], [0.0727, 2.7988, 1.9829], [0.4630, 2.8475, 0.5020], [-0.1747, 4.0434, -0.1960], [0.0966, 1.6533, -0.1521], [0.3982, 3.7081, 2.4892], [0.5435, 1.9402, 2.4709], [-1.0092, 2.7049, 2.0711], [1.5558, 2.9539, 0.4414], [-1.2619, 3.9588, -0.1494], [0.1248, 4.0593, -1.2446], [0.1368, 4.9746, 0.2763]]}

=====

(4)
{"formula": "C32H32I3N5O10P2S3W", "method": "ωB97M-V/def2-TZVPD", "spin_multiplicity": 3, "de_lowest_kcal_mol": 0.0, "energy_ev": -138847.96757, "species": ["W", "C", "C", "O", "P", "O", "O", "O", "P", "O", "O", "O", "H", "H", "H", "H", "H", "H", "H", "I", "C", "C", "C", "I", "C", "C", "C", "C", "N", "C", "C", "O", "H", "H", "H", "H", "S", "C", "S", "C", "N", "N", "C", "C", "C", "C", "C", "C", "S", "H", "H", "H", "H", "H", "I", "C", "C", "C", "C", "C", "C", "C", "O", "O", "H", "H", "H", "H", "C", "C", "N", "C", "C", "N", "C", "C", "H", "H", "H", "H", "H", "H", "H", "H", "H", "H", "H", "H"], "coordinates": [[-0.4259, -0.1816, -0.5797], [-0.9823, 3.3873, 3.4387], [-0.7949, 2.0654, 2.7148], [-0.7719, 0.9507, 3.6074], [0.8100, 1.9262, 1.8234], [1.0517, 3.2198, 0.9808], [1.9107, 1.9784, 2.9382], [0.8219, 0.6403, 1.0557], [-1.9620, 1.8110, 1.3071], [-3.4574, 1.9591, 1.8499], [-1.6590, 2.8570, 0.2999], [-1.7585, 0.3218, 0.9796], [-0.2403, 3.4858, 4.2307], [-1.9793, 3.4280, 3.8808], [-0.8726, 4.2245, 2.7493], [-1.6637, 0.8151, 3.9479], [0.4676, 3.2368, 0.1971], [2.7257, 1.5002, 2.7100], [-3.8499, 2.7833, 1.5293], [0.3879, -2.9111, -4.8231], [0.6138, -3.4230, -2.8331], [1.3095, -4.6077, -2.4923], [1.5351, -4.9505, -1.1931], [2.5544, -6.7221, -0.7861], [1.0871, -4.1103, -0.1399], [1.2880, -4.3299, 1.2526], [0.8544, -3.4160, 2.1711], [0.2086, -2.2366, 1.7327], [-0.0111, -2.0278, 0.4507], [0.3982, -2.9434, -0.4773], [0.1440, -2.5931, -1.8501], [-0.5033, -1.4563, -2.1028], [1.6728, -5.2447, -3.2868], [1.8022, -5.2252, 1.5765], [1.0048, -3.5695, 3.2299], [-0.1087, -1.4591, 2.4186], [4.6414, 4.4493, -0.1215], [4.2243, 2.8441, -0.2155], [3.1238, 2.2355, -1.3935], [3.1262, 0.6660, -0.6521], [3.9276, 0.5820, 0.3578], [4.5724, 1.7915, 0.5763], [5.6000, 1.7505, 1.5727], [6.7113, 2.5767, 1.4967], [7.6956, 2.4790, 2.4693], [7.5872, 1.5638, 3.5048], [6.4829, 0.7268, 3.5607], [5.4919, 0.8146, 2.5974], [2.1785, -0.6489, -1.2697], [6.8045, 3.2882, 0.6932], [8.5601, 3.1266, 2.4064], [8.3653, 1.4903, 4.2526], [6.3934, -0.0079, 4.3499], [4.6634, 0.1182, 2.6088], [-2.0036, 5.9687, -6.5891], [-1.6355, 4.5135, -5.1584], [-0.4609, 4.5711, -4.4174], [-0.2283, 3.6098, -3.4456], [-1.1737, 2.6181, -3.2249], [-2.3379, 2.5522, -3.9770], [-2.5725, 3.5058, -4.9553], [-0.9446, 1.6305, -2.1415], [0.1326, 1.5963, -1.4808], [-1.8181, 0.7903, -1.7965], [0.2630, 5.3541, -4.5927], [0.6820, 3.6328, -2.8606], [-3.0507, 1.7590, -3.7956], [-3.4713, 3.4644, -5.5537], [-2.9480, -3.3889, -1.0301], [-4.3360, -4.0837, -1.0525], [-5.2861, -3.3408, -0.2218], [-5.4546, -1.9991, -0.7872], [-4.0783, -1.2989, -0.9292], [-3.0298, -2.1139, -0.3061], [-3.4058, -2.3959, 1.0816], [-4.7271, -3.2103, 1.1252], [-2.5877, -3.1861, -2.0407], [-2.2053, -4.0151, -0.5282], [-4.2704, -5.1057, -0.6748], [-4.7372, -4.1292, -2.0667], [-6.1195, -1.4379, -0.1276], [-5.9499, -2.0924, -1.7557], [-4.0723, -0.3154, -0.4554], [-3.8049, -1.1608, -1.9772], [-3.5059, -1.4411, 1.5996], [-2.5864, -2.9482, 1.5507], [-5.4688, -2.7186, 1.7579], [-4.5640, -4.2135, 1.5243]]}